[1]
A structure of composition C27H19N6V. Source: the Open Molecules 2025 dataset; level of theory: the ωB97M-V functional and the def2-TZVPD basis.

E_HOMO (spin up / spin down)	-10.6 / -11.2	eV
orbital gap (spin up / spin down)	6.2 / 6.5	eV
charge	+1
spin multiplicity	4
total energy	-62929.606	eV

Last column: Mulliken spin population.
Geometry (Å):
1 V 0.297 -0.274 0.678  2.107
2 N 0.002 -10.282 -1.304  0.000
3 C 0.039 -9.156 -1.079  0.000
4 C 0.084 -7.734 -0.809  0.000
5 C -0.466 -7.232 0.365  0.000
6 C -0.429 -5.870 0.611  0.000
7 C 0.167 -5.009 -0.307  -0.004
8 C 0.721 -5.520 -1.478  -0.001
9 C 0.675 -6.880 -1.734  0.000
10 C 0.211 -3.544 -0.044  -0.009
11 C 1.483 -2.956 0.094  0.097
12 C 2.733 -3.582 0.040  0.012
13 C 3.710 -2.607 0.210  0.000
14 C 3.035 -1.411 0.398  0.043
15 N 1.689 -1.589 0.344  -0.045
16 C -1.008 -2.878 0.038  0.030
17 C -2.295 -3.418 -0.193  0.025
18 C -3.210 -2.393 -0.090  0.010
19 C -2.472 -1.240 0.199  0.046
20 N -1.157 -1.496 0.277  -0.094
21 H -0.920 -7.908 1.076  0.000
22 H -0.858 -5.475 1.524  0.000
23 H 1.172 -4.852 -2.200  0.000
24 H 1.092 -7.282 -2.647  0.000
25 H 2.896 -4.639 -0.098  0.001
26 H 4.778 -2.744 0.212  0.000
27 H 3.457 -0.434 0.584  -0.003
28 H -2.502 -4.448 -0.434  0.002
29 H -4.279 -2.447 -0.214  0.000
30 H -2.838 -0.236 0.358  -0.004
31 C -0.021 -2.095 5.974  0.037
32 C 0.081 -2.670 4.716  -0.022
33 C 0.103 -1.864 3.588  0.073
34 C 0.020 -0.487 3.725  -0.037
35 C -0.084 0.102 4.976  0.047
36 C -0.102 -0.712 6.097  -0.010
37 N 0.033 0.287 2.516  0.108
38 N 0.011 1.592 2.689  0.371
39 C -0.097 2.291 1.509  0.033
40 C -0.031 3.690 1.564  0.044
41 C -0.162 4.405 0.405  0.033
42 C -0.351 3.734 -0.815  0.036
43 C -0.376 2.372 -0.819  0.075
44 N -0.250 1.637 0.322  0.020
45 H -0.035 -2.717 6.859  0.002
46 H 0.149 -3.745 4.610  -0.001
47 H 0.191 -2.316 2.607  -0.034
48 H -0.154 1.174 5.070  0.007
49 H -0.183 -0.260 7.077  -0.001
50 H 0.111 4.163 2.524  0.001
51 H -0.121 5.486 0.428  0.001
52 H -0.467 4.275 -1.743  0.002
53 H -0.504 1.806 -1.732  0.003


[2]
A structure of composition C27H19N9O5S4V. Source: the Open Molecules 2025 dataset; level of theory: the ωB97M-V functional and the def2-TZVPD basis.

E_HOMO (spin up / spin down)	-1.6 / -1.7	eV
orbital gap (spin up / spin down)	4.5 / 4.5	eV
charge	-2
spin multiplicity	4
total energy	-120990.515	eV
energy above the lowest of the compared OMol25 structures with the same formula, charge and spin	131.7	kJ/mol

Last column: Mulliken spin population.
Geometry (Å):
1 V -2.327 0.923 -0.304  2.900
2 S -2.385 0.563 2.143  -0.023
3 S -2.609 2.313 3.241  0.015
4 S -0.783 3.021 3.875  0.008
5 S -0.053 4.412 2.532  0.003
6 O -6.852 6.392 -1.009  0.001
7 C -7.112 5.172 -1.059  0.001
8 O -8.202 4.581 -1.181  0.001
9 C -5.890 4.248 -0.823  0.004
10 C -4.697 4.758 -0.321  0.000
11 C -3.609 3.923 -0.152  0.034
12 N -3.640 2.639 -0.525  0.044
13 C -4.794 2.130 -0.994  0.006
14 C -5.940 2.891 -1.120  -0.008
15 C -4.743 0.675 -1.443  -0.009
16 O -5.759 -0.002 -1.413  0.014
17 O -3.571 0.286 -1.853  0.014
18 H -4.638 5.809 -0.077  -0.001
19 H -2.683 4.267 0.297  -0.007
20 H -6.862 2.446 -1.465  0.000
21 C 2.730 2.855 1.235  0.000
22 N 1.649 2.417 0.384  0.004
23 C 0.473 1.934 0.785  0.079
24 N -0.326 1.833 -0.262  -0.148
25 C 0.420 2.328 -1.289  0.050
26 N 1.629 2.694 -0.941  -0.002
27 C 3.544 1.724 1.816  0.000
28 C 4.325 1.967 2.941  0.000
29 C 5.142 0.975 3.461  0.000
30 C 5.183 -0.279 2.874  0.000
31 C 4.386 -0.537 1.765  0.001
32 C 3.569 0.461 1.241  -0.001
33 C 4.418 -1.859 1.150  0.000
34 N 5.318 -2.783 1.245  0.000
35 N 4.882 -3.842 0.480  0.000
36 C 3.750 -3.492 -0.028  0.000
37 O 3.393 -2.245 0.353  0.000
38 C 2.868 -4.254 -0.903  0.000
39 C 3.334 -5.413 -1.513  0.000
40 C 2.485 -6.148 -2.322  0.000
41 C 1.178 -5.735 -2.526  0.000
42 C 0.707 -4.575 -1.924  0.000
43 C -0.730 -4.156 -2.167  0.000
44 N -1.178 -3.103 -1.290  0.008
45 C -1.110 -1.778 -1.466  0.040
46 N -1.471 -1.172 -0.358  -0.044
47 C -1.768 -2.194 0.493  0.018
48 N -1.587 -3.384 -0.031  -0.002
49 C 1.555 -3.839 -1.111  -0.001
50 H 2.272 3.475 2.018  0.000
51 H 3.364 3.486 0.615  0.000
52 H 0.214 1.681 1.806  -0.009
53 H 0.055 2.414 -2.299  0.010
54 H 4.275 2.940 3.416  0.000
55 H 5.738 1.178 4.342  0.000
56 H 5.808 -1.068 3.271  0.000
57 H 2.950 0.254 0.377  0.001
58 H 4.356 -5.724 -1.336  0.000
59 H 2.841 -7.055 -2.795  0.000
60 H 0.515 -6.323 -3.151  0.000
61 H -1.393 -5.006 -2.008  0.000
62 H -0.866 -3.818 -3.195  0.000
63 H -0.832 -1.306 -2.394  0.002
64 H -2.114 -2.024 1.501  -0.004
65 H 1.198 -2.948 -0.609  0.002


[3]
A structure of composition C27H20BCl4N9O3Tl. Source: the Open Molecules 2025 dataset; level of theory: the ωB97M-V functional and the def2-TZVPD basis.

E_HOMO	-4.5	eV
orbital gap	6.8	eV
charge	-1
spin multiplicity	1
total energy	-103339.249	eV
energy above the lowest of the compared OMol25 structures with the same formula, charge and spin	52.4	kJ/mol

Last column: natural (NBO) charge in e.
Geometry (Å):
1 Tl -0.473 -0.125 0.250  1.758
2 O 0.131 0.827 4.498  -0.665
3 C -0.077 0.886 3.280  0.626
4 N -0.276 -0.139 2.431  -0.736
5 C 0.228 -1.417 2.914  -0.292
6 C 1.589 -1.673 2.459  0.232
7 C 2.108 -2.978 2.514  -0.249
8 C 3.473 -3.202 2.381  -0.168
9 C 4.194 -2.104 1.984  -0.270
10 C 3.578 -0.784 1.918  0.068
11 N 2.310 -0.576 2.135  -0.443
12 C -0.057 2.197 2.548  0.120
13 C -0.206 3.275 3.387  -0.213
14 C -0.132 4.553 2.832  -0.162
15 C 0.164 4.744 1.508  -0.265
16 C 0.252 3.617 0.729  0.053
17 N 0.202 2.357 1.208  -0.425
18 H 0.234 -1.446 4.009  0.243
19 H -0.382 -2.266 2.535  0.230
20 H 1.457 -3.771 2.787  0.213
21 H 3.921 -4.160 2.647  0.215
22 H 5.249 -2.149 1.828  0.202
23 H 4.232 0.092 1.797  0.178
24 H -0.457 3.143 4.480  0.249
25 H -0.301 5.413 3.489  0.203
26 H 0.162 5.770 1.194  0.216
27 H 0.279 3.736 -0.371  0.205
28 C 2.199 2.288 -2.647  -0.345
29 C 1.962 1.547 -1.507  -0.024
30 N 0.649 1.325 -1.422  -0.300
31 N 0.071 1.989 -2.422  -0.316
32 C 0.974 2.591 -3.175  -0.035
33 B -1.475 1.958 -2.591  0.571
34 N -1.849 0.549 -2.967  -0.354
35 C -2.252 0.060 -4.152  -0.011
36 C -2.142 -1.318 -4.145  -0.354
37 C -1.571 -1.598 -2.924  -0.024
38 N -1.398 -0.480 -2.195  -0.294
39 N -2.262 2.316 -1.268  -0.308
40 C -3.138 3.325 -1.068  -0.010
41 C -3.838 3.010 0.149  -0.349
42 C -3.245 1.830 0.628  -0.025
43 N -2.300 1.412 -0.243  -0.324
44 H 3.143 2.661 -3.072  0.216
45 H 2.619 1.154 -0.764  0.227
46 H 0.773 3.218 -4.000  0.215
47 H -1.685 2.783 -3.518  -0.048
48 H -2.617 0.705 -4.904  0.204
49 H -2.534 -1.951 -4.882  0.219
50 H -1.251 -2.466 -2.377  0.231
51 H -3.019 4.241 -1.570  0.217
52 H -4.514 3.639 0.592  0.214
53 H -3.357 1.267 1.545  0.228
54 Cl 1.884 -6.313 -1.934  0.000
55 C 0.847 -5.131 -1.175  -0.119
56 C -0.479 -5.406 -0.854  -0.098
57 Cl -1.016 -7.031 -1.256  -0.010
58 C -1.310 -4.354 -0.336  -0.121
59 Cl -2.912 -4.795 0.195  -0.001
60 C -0.815 -3.033 -0.157  0.218
61 O -1.604 -2.103 0.366  -0.786
62 C 0.556 -2.765 -0.501  0.313
63 O 1.090 -1.557 -0.402  -0.806
64 C 1.334 -3.831 -1.013  -0.095
65 Cl 3.080 -3.555 -1.403  -0.042


[4]
A structure of composition C27H20F12MnN4O3S. Source: the Open Molecules 2025 dataset; level of theory: the ωB97M-V functional and the def2-TZVPD basis.

E_HOMO (spin up / spin down)	-7.9 / -8.0	eV
orbital gap (spin up / spin down)	5.7 / 7.2	eV
charge	0
spin multiplicity	4
total energy	-115194.533	eV

Last column: Mulliken spin population.
Geometry (Å):
1 Mn -0.591 -0.690 -0.149  3.471
2 C -1.189 -3.970 -4.706  0.004
3 C -0.574 -2.918 -3.846  -0.079
4 C 0.757 -2.983 -3.438  0.025
5 C 1.294 -2.040 -2.592  -0.062
6 C 0.508 -0.974 -2.105  -0.003
7 N 0.865 -0.121 -1.100  -0.213
8 C 2.067 0.389 -0.740  0.040
9 C 3.152 0.455 -1.634  -0.034
10 C 4.344 1.041 -1.276  0.009
11 C 4.510 1.607 -0.018  -0.029
12 C 5.769 2.294 0.399  0.002
13 C 3.440 1.564 0.868  0.015
14 C 2.228 0.986 0.534  0.013
15 C 1.077 1.063 1.541  -0.034
16 O -0.075 0.387 1.276  -0.012
17 C 0.638 2.552 1.683  0.002
18 F 1.600 3.420 2.010  0.000
19 F 0.100 2.986 0.547  0.000
20 F -0.305 2.668 2.636  0.000
21 C 1.565 0.570 2.940  0.004
22 F 0.533 0.205 3.706  -0.002
23 F 2.375 -0.484 2.852  -0.001
24 F 2.230 1.496 3.647  0.000
25 C -0.843 -0.862 -2.583  -0.129
26 C -1.341 -1.828 -3.450  0.099
27 C -1.600 0.448 -2.263  -0.045
28 O -1.658 0.690 -0.936  -0.048
29 C -0.854 1.584 -3.049  -0.004
30 F 0.252 2.001 -2.432  -0.001
31 F -1.598 2.671 -3.262  0.000
32 F -0.463 1.147 -4.264  0.000
33 C -3.056 0.498 -2.815  -0.011
34 F -3.804 -0.543 -2.435  0.000
35 F -3.680 1.585 -2.350  0.000
36 F -3.129 0.543 -4.154  -0.001
37 H -0.505 -4.791 -4.893  0.000
38 H -1.485 -3.543 -5.661  -0.007
39 H -2.083 -4.364 -4.226  -0.006
40 H 1.370 -3.803 -3.780  0.000
41 H 2.318 -2.116 -2.263  -0.002
42 H 3.017 0.064 -2.630  0.000
43 H 5.155 1.079 -1.988  -0.001
44 H 6.524 2.232 -0.378  0.000
45 H 6.161 1.850 1.312  -0.002
46 H 5.567 3.344 0.610  -0.002
47 H 3.574 2.032 1.830  0.001
48 H -2.346 -1.756 -3.832  0.003
49 C -3.427 2.413 2.608  0.000
50 C -2.965 1.004 2.701  -0.002
51 C -2.603 0.383 3.873  0.019
52 C -2.158 -0.955 3.821  -0.007
53 N -2.144 -1.626 2.687  0.022
54 C -2.486 -1.028 1.555  -0.013
55 S -2.644 -1.941 0.130  -0.055
56 N -2.922 0.280 1.562  0.022
57 C -1.692 -1.671 5.031  0.000
58 H -3.629 2.813 3.597  0.000
59 H -4.319 2.493 1.986  0.000
60 H -2.650 3.020 2.145  0.000
61 H -2.646 0.916 4.808  0.001
62 H -3.064 0.731 0.655  -0.004
63 H -2.229 -1.343 5.915  0.000
64 H -0.636 -1.443 5.174  -0.001
65 H -1.791 -2.742 4.891  0.000
66 O 1.140 -3.835 1.942  0.041
67 C 0.720 -2.987 1.261  0.046
68 N 0.336 -2.152 0.510  -0.032


no.,largest force on an atom (eV/Å)
1,1.0
2,0.7
3,3.8
4,1.6